[1]
Entry from OMol25: C33H25N5O3S5SbW as an isolated structure (ωB97M-V/def2-TZVPD).

## Properties
* gap between HOMO and LUMO (alpha / beta): 4.80 / 6.19 eV
* electronic energy: -110764.895 eV
* spin multiplicity: 3
* ⟨S²⟩: 2.052
* relative energy (zero: lowest compared OMol25 entry of this formula, charge and spin): 0.783 eV
* highest occupied orbital energy (alpha / beta): -3.534 / -5.111 eV
* total charge: -1

```
73
Properties=species:S:1:pos:R:3:forces:R:3:lowdin_spin:R:1
W 1.067807 0.323156 0.254318 -0.27 -0.68 0.23 0.87
N -6.869081 -5.727661 3.331743 0.00 0.00 0.00 0.01
C -5.977281 -5.074161 3.013390 -0.02 -0.01 0.02 0.00
C -4.863129 -4.260051 2.617277 -0.04 -0.03 -0.01 0.02
C -4.918339 -3.532619 1.428155 0.05 0.01 0.02 0.00
C -3.840300 -2.758247 1.046863 -0.01 0.03 0.01 0.03
C -2.688735 -2.679008 1.838842 -0.01 -0.05 0.02 0.02
C -2.652958 -3.417941 3.026839 0.00 0.03 -0.02 0.03
C -3.722545 -4.201220 3.416506 0.01 0.03 -0.04 0.00
C -1.544850 -1.859746 1.405802 0.07 0.08 -0.02 0.24
C -1.045743 -2.087244 0.091804 0.08 -0.09 0.13 0.01
C -1.306572 -3.170362 -0.756619 -0.04 0.08 0.02 0.10
C -0.569414 -2.958248 -1.933156 0.04 0.00 -0.01 0.01
C 0.115336 -1.775941 -1.762697 0.04 0.00 -0.03 0.10
N -0.154036 -1.243882 -0.530647 0.02 0.16 -0.10 0.02
C -1.014501 -0.901176 2.287154 -0.04 -0.01 -0.04 0.00
C -1.546527 -0.515240 3.527976 0.04 -0.14 -0.03 0.17
C -0.685985 0.440719 4.080295 0.02 0.06 0.00 0.02
C 0.329440 0.642857 3.181010 0.03 0.01 -0.06 0.16
N 0.156944 -0.150796 2.061408 -0.02 0.16 -0.41 0.02
H -5.807996 -3.572091 0.814082 -0.01 -0.02 0.01 0.00
H -3.881159 -2.187473 0.128594 0.01 0.00 -0.01 0.00
H -1.762710 -3.380751 3.640214 0.01 0.03 0.02 0.00
H -3.676398 -4.775427 4.332059 -0.02 -0.01 0.01 0.00
H -1.966933 -3.992840 -0.538755 -0.03 -0.02 0.00 0.01
H -0.560444 -3.573781 -2.818326 0.01 -0.01 -0.01 0.00
H 0.757464 -1.256016 -2.456367 -0.02 -0.02 0.01 0.01
H -2.459483 -0.894935 3.953575 -0.02 -0.03 0.03 0.01
H -0.785982 0.947331 5.026100 -0.01 0.01 0.01 0.00
H 1.164292 1.316586 3.260143 -0.01 0.01 0.02 0.01
S 4.960105 3.251361 0.055261 -0.03 0.00 0.06 0.00
Sb 3.394191 2.734634 1.612319 0.16 0.24 0.05 0.00
S 3.103901 0.364854 1.691765 0.03 -0.07 -0.02 0.00
S 1.222388 2.736029 0.591436 -0.20 -0.06 -0.20 0.07
S 3.303453 3.651983 3.664750 0.03 -0.03 -0.06 0.01
C 2.451892 -3.852883 1.066641 -0.11 0.05 0.09 0.00
C 3.485097 -4.076177 0.175667 0.08 -0.03 -0.06 0.00
C 3.871635 -3.063028 -0.682456 -0.13 0.00 0.12 0.00
C 3.200418 -1.850911 -0.627862 -0.05 0.19 -0.10 0.00
N 2.191372 -1.651048 0.230288 0.03 0.10 0.13 0.00
C 1.823990 -2.622030 1.071914 0.19 -0.06 -0.14 0.00
C 3.531402 -0.689300 -1.478061 -0.08 -0.12 0.17 0.00
C 4.559595 -0.694379 -2.398060 -0.03 0.23 -0.07 0.00
C 4.800633 0.460081 -3.137483 0.01 -0.15 0.06 0.00
C 4.019325 1.570190 -2.918140 -0.11 0.09 0.05 0.00
C 3.002967 1.507122 -1.973476 0.11 -0.08 -0.07 0.01
N 2.756324 0.395277 -1.282226 -0.20 -0.05 0.00 0.00
H 2.121327 -4.613894 1.758355 0.01 -0.02 0.00 0.00
H 3.994002 -5.030521 0.148351 -0.01 -0.01 0.01 0.00
H 4.681177 -3.217151 -1.378232 0.00 0.04 -0.03 0.00
H 1.023002 -2.387818 1.756768 0.00 -0.01 0.00 0.00
H 5.171813 -1.570799 -2.542169 -0.01 -0.02 0.02 0.00
H 5.606950 0.479107 -3.858275 0.00 0.03 -0.01 0.00
H 4.188983 2.505540 -3.430533 0.03 -0.02 -0.02 0.00
H 2.371624 2.355646 -1.751624 0.02 -0.02 -0.02 0.00
C -1.543677 7.339740 -2.315687 0.01 0.05 0.01 0.00
C -1.455012 5.858062 -2.079413 0.00 -0.05 -0.01 0.00
C -1.831289 5.303248 -0.862936 0.00 0.00 0.00 0.00
C -1.747690 3.935777 -0.642236 0.04 0.04 0.00 0.00
C -1.290544 3.116013 -1.658311 -0.07 0.02 0.07 0.00
C -0.912187 3.644098 -2.884128 0.00 -0.01 -0.04 0.00
C -0.992399 5.009393 -3.085020 0.00 0.03 0.01 0.00
S -1.165474 1.379571 -1.382455 0.11 0.19 0.27 0.00
O -1.235116 1.170545 0.076678 0.05 0.01 -0.06 0.01
O -2.135289 0.728426 -2.204874 0.00 -0.01 -0.02 0.00
O 0.262822 1.035365 -1.713223 0.31 0.03 0.06 0.00
H -1.588911 7.886651 -1.374505 -0.01 -0.01 0.00 0.00
H -2.437550 7.590811 -2.891066 -0.01 -0.01 0.00 0.00
H -0.680141 7.700455 -2.875416 0.00 0.00 0.00 0.00
H -2.169047 5.950501 -0.062730 0.00 0.00 0.01 0.00
H -1.991556 3.510704 0.321262 -0.02 -0.02 0.00 0.00
H -0.537830 2.995342 -3.665688 -0.01 -0.03 0.01 0.00
H -0.676891 5.429636 -4.032756 0.00 0.00 -0.01 0.00
```
Forces are in eV/Å.



[2]
Entry from OMol25: C33H26CrN3O5 as an isolated structure (ωB97M-V/def2-TZVPD).

## Properties
* gap between HOMO and LUMO (alpha / beta): 3.41 / 4.77 eV
* electronic energy: -77758.658 eV
* spin multiplicity: 3
* ⟨S²⟩: 2.030
* relative energy (zero: lowest compared OMol25 entry of this formula, charge and spin): 1.547 eV
* highest occupied orbital energy (alpha / beta): -6.919 / -10.457 eV
* total charge: +1

```
68
Properties=species:S:1:pos:R:3:forces:R:3:lowdin_spin:R:1
O -5.148786 1.097012 -0.123794 3.25 -1.81 2.28 0.04
C -4.300678 0.533256 0.452614 -3.65 2.18 -3.02 0.02
Cr -3.098792 -0.629831 1.325143 -2.01 0.37 0.02 0.83
C -3.237466 -1.651536 -0.253150 -0.37 -2.46 -3.30 -0.01
O -3.395823 -2.302744 -1.207038 0.57 2.18 2.98 -0.01
C -4.654397 -1.609522 1.833063 -4.56 -2.81 0.16 0.02
O -5.679016 -2.152095 1.951114 3.96 2.09 -0.13 0.04
C -2.579631 0.532839 3.095040 0.73 0.47 0.81 0.03
C -1.972614 1.103348 1.966886 -0.08 0.46 0.41 0.00
C -1.215773 0.308110 1.096379 1.27 0.33 -1.12 0.00
C -0.927719 -1.041989 1.373970 0.72 -0.74 -0.37 0.00
C -0.114437 -1.822931 0.422752 -1.02 -0.64 -0.79 0.00
C 0.159285 -2.534345 -0.536681 -0.38 1.12 1.60 0.01
C 0.592152 -3.348755 -1.665277 1.07 -0.01 0.53 0.00
C 0.604452 -2.658433 -3.000320 0.90 0.94 0.11 0.00
C 1.292318 -3.264748 -4.062475 -0.40 -0.03 0.33 0.00
C 1.462857 -2.578072 -5.256607 0.04 0.16 0.20 0.00
C 1.043814 -1.248540 -5.357732 -0.60 -0.39 0.08 0.00
C 0.366008 -0.646492 -4.296638 0.09 -0.13 0.07 0.00
C 0.162512 -1.330189 -3.100620 0.06 -0.63 -0.43 0.00
C -1.617906 -1.625041 2.459866 1.21 -1.30 0.22 0.01
C -2.376139 -0.831454 3.350536 -0.20 0.08 0.42 0.00
H -3.209028 1.137533 3.758550 0.32 -0.31 -0.33 0.00
H -2.088560 2.166088 1.761338 -0.19 -0.30 -0.10 0.00
H -0.835069 0.697323 0.152346 0.07 0.21 0.47 0.00
H 1.593238 -3.723081 -1.378110 0.03 0.46 -0.32 0.00
H 1.714493 -4.271215 -3.925466 -0.29 0.42 -0.15 0.00
H 1.940298 -3.086736 -6.088028 0.04 0.22 0.05 0.00
H 1.158162 -0.723289 -6.294974 0.11 0.09 0.02 0.00
H -0.016490 0.362501 -4.373560 0.14 0.06 -0.17 0.00
H -0.330802 -0.842384 -2.251926 0.21 -0.23 -0.42 0.00
H -1.563478 -2.712666 2.591400 0.15 0.53 0.18 0.00
H -2.815111 -1.272238 4.249583 -0.04 -0.04 -0.53 0.00
C -2.192277 -5.449786 -3.707916 -0.55 -0.13 0.26 0.00
N -1.142766 -6.312473 -3.152995 0.61 -0.49 0.49 0.01
C -0.810650 -6.403779 -1.830826 -0.17 -0.56 -0.71 0.03
H 0.087662 -4.286765 -1.741307 -1.01 -0.48 0.21 0.00
C -1.797281 -6.224020 -0.760283 0.51 0.81 0.03 0.15
C -2.610033 -7.401252 -0.651844 0.06 0.22 0.10 0.04
C -3.582703 -7.466068 0.316506 0.40 -0.29 -0.63 0.06
C -3.761980 -6.375810 1.181211 -1.28 -0.15 1.65 0.12
N -4.693568 -6.469087 2.284382 0.91 0.29 -1.07 0.13
O -4.706107 -5.472459 3.067956 -0.34 -0.68 -0.26 0.14
O -5.418466 -7.492293 2.413561 0.78 1.04 -0.17 0.17
C -2.966667 -5.214272 1.055037 0.94 0.89 -0.35 0.08
C -1.961156 -5.104622 0.102988 -0.47 -1.37 -0.17 0.03
N 0.255610 -7.225823 -1.697814 -0.17 0.30 -0.63 0.01
C 0.949157 -7.502822 -0.431121 -0.58 -0.24 0.30 0.00
C 0.447308 -7.915197 -2.922562 -1.00 0.66 0.61 0.00
C -0.461934 -7.343098 -3.846909 -0.09 0.22 1.31 0.00
C -0.855470 -7.994074 -4.998007 0.34 -0.46 -0.94 0.00
C -0.285327 -9.266581 -5.203376 0.30 0.30 0.35 0.00
C 0.628394 -9.839983 -4.265143 0.04 0.54 -0.03 0.00
C 1.014237 -9.162809 -3.090521 0.52 -0.61 -0.74 0.00
H -2.397336 -5.770934 -4.737093 0.38 0.44 0.25 0.00
H -3.135839 -5.601625 -3.173309 0.24 -0.09 0.19 0.00
H -1.940813 -4.373814 -3.613162 0.12 -0.73 -0.34 0.00
H -2.418173 -8.243889 -1.342287 -0.25 0.48 0.49 0.00
H -4.187397 -8.349684 0.423541 -0.16 -0.06 0.13 0.00
H -3.126040 -4.393983 1.734755 -0.17 -0.05 0.23 0.01
H -1.265571 -4.257619 0.016326 -0.75 -0.40 0.26 0.00
H 1.603258 -8.366612 -0.593873 0.16 0.62 0.08 0.00
H 1.447011 -6.602675 -0.011880 -0.05 -0.68 -0.63 0.00
H 0.218641 -7.826609 0.316465 -0.08 0.12 -0.14 0.00
H -1.578055 -7.518831 -5.699571 0.66 -0.71 0.59 0.00
H -0.551682 -9.821431 -6.109686 0.13 0.16 0.49 0.00
H 1.057940 -10.827075 -4.455542 -0.29 0.35 -0.02 0.00
H 1.725441 -9.579218 -2.335874 -0.84 0.21 -0.91 0.00
```
Forces are in eV/Å.



[3]
Entry from OMol25: C33H26F15GeNO3STi as an isolated structure (ωB97M-V/def2-TZVPD).

## Properties
* gap between HOMO and LUMO: 6.47 eV
* electronic energy: -173486.840 eV
* spin multiplicity: 1
* relative energy (zero: lowest compared OMol25 entry of this formula, charge and spin): 0.719 eV
* highest occupied orbital energy: -13.974 eV
* total charge: +2

```
81
Properties=species:S:1:pos:R:3:forces:R:3:lowdin_charge:R:1
Ti 0.636152 1.201070 0.966447 -0.67 -0.50 -0.58 1.02
C -1.074548 -1.070830 3.079047 0.11 -0.56 -0.06 -0.05
O -0.891948 0.222170 2.491947 0.06 0.60 0.06 -0.33
C -1.958248 1.136370 2.762747 -0.08 0.64 -0.02 -0.14
C -1.338648 2.451970 3.238247 -0.42 -0.79 0.53 -0.10
O -0.194648 2.745370 2.420247 0.07 -0.48 -0.62 -0.25
C -0.080748 4.090470 1.950147 0.35 0.64 -0.68 -0.11
C -0.636948 4.155970 0.532447 -0.20 0.13 0.78 -0.12
O -0.110248 3.013470 -0.153053 0.16 -0.14 0.45 -0.31
C -0.059148 3.241270 -1.568553 0.21 -0.09 -0.67 -0.03
H -1.219948 -0.996830 4.162747 0.07 0.13 -0.18 0.12
H -0.179248 -1.653430 2.856047 -0.15 0.06 0.05 0.07
H -1.936048 -1.573530 2.630847 0.04 0.09 0.00 0.11
H -2.627748 0.748970 3.536947 0.11 0.02 -0.11 0.15
H -2.538948 1.298070 1.845147 0.10 -0.12 0.15 0.13
H -0.985148 2.349470 4.270947 -0.06 0.11 -0.17 0.14
H -2.083548 3.248370 3.187047 0.15 0.03 -0.06 0.15
H 0.993352 4.324770 1.928947 -0.30 -0.02 0.08 0.14
H -0.587148 4.795370 2.616047 0.10 -0.18 -0.04 0.16
H -0.313948 5.079670 0.039047 0.00 -0.17 0.08 0.16
H -1.736148 4.116170 0.532247 0.21 -0.08 -0.14 0.15
H 0.795252 3.880470 -1.814653 -0.07 -0.13 0.12 0.12
H -0.979148 3.725370 -1.903353 0.02 -0.14 0.13 0.11
H 0.057452 2.276070 -2.064853 -0.09 0.20 0.07 0.09
C 1.738252 1.046570 3.944347 -0.31 0.10 0.62 -0.04
N 2.147852 0.960270 2.533947 0.01 0.14 -0.12 -0.32
C 2.892152 -0.308030 2.377747 0.37 -0.73 -0.18 -0.08
C 3.091352 2.065070 2.237247 0.52 0.55 -0.33 -0.13
C 3.391852 2.041570 0.758747 -0.21 0.07 0.41 -0.23
C 4.640452 2.350870 0.239947 -0.15 0.03 0.05 0.00
C 4.854752 2.272570 -1.127353 -0.03 -0.03 0.11 -0.02
C 3.829152 1.850570 -1.957453 -0.37 0.05 0.05 -0.03
C 2.593152 1.501770 -1.425553 -0.22 -0.18 -0.40 -0.10
C 2.336252 1.623370 -0.062553 0.61 -0.07 0.37 -0.23
H 2.601252 0.901070 4.603747 0.00 0.01 -0.21 0.12
H 1.013752 0.265070 4.171047 0.04 0.10 -0.03 0.09
H 1.316952 2.027870 4.166747 0.00 -0.16 -0.11 0.10
H 3.713952 -0.344030 3.099547 -0.07 0.12 -0.01 0.12
H 3.306952 -0.385830 1.371647 -0.10 -0.01 0.16 0.09
H 2.240252 -1.163430 2.555547 0.01 0.15 0.01 0.08
H 4.007652 1.946370 2.827647 -0.17 0.01 0.07 0.15
H 2.632152 3.024770 2.519547 0.07 -0.30 0.10 0.13
H 5.448352 2.632370 0.896647 0.10 0.06 0.13 0.13
H 5.826752 2.499870 -1.539753 0.04 0.05 -0.01 0.12
H 3.986352 1.789370 -3.021753 0.03 -0.13 -0.14 0.12
H 1.836452 1.090270 -2.084353 0.11 0.02 -0.03 0.08
F -2.118248 -2.104330 -3.847253 -0.24 0.05 -0.44 0.13
C -2.381048 -0.897130 -3.356053 0.11 0.38 0.28 -0.23
C -1.837648 -0.595130 -2.119153 0.47 -0.12 0.53 -0.14
C -2.148548 0.623170 -1.569953 0.20 -0.24 -0.05 -0.19
F -1.610148 0.927370 -0.321353 -0.58 0.09 -0.35 -0.03
C -2.965148 1.547770 -2.200953 0.19 -0.04 0.25 -0.13
F -3.220748 2.714870 -1.596053 -0.09 0.02 -0.17 0.12
C -3.483348 1.242970 -3.458153 0.23 -0.24 0.24 -0.11
F -4.240348 2.116870 -4.092653 0.03 -0.07 0.06 0.17
C -3.190448 0.004670 -4.040453 0.22 -0.09 0.24 -0.12
F -3.681748 -0.298330 -5.222953 -0.09 0.02 -0.11 0.17
Ge -0.776648 -1.963230 -1.117153 -1.27 -0.32 -0.92 0.86
S 0.740052 -0.998530 0.169747 0.34 1.00 0.37 0.53
C -2.166248 -3.083730 -0.223253 0.63 0.31 -0.14 -0.12
C -1.781548 -3.938130 0.796147 -0.34 0.19 -0.10 -0.25
F -0.505648 -3.847030 1.199647 0.06 -0.39 0.28 0.07
C -2.671448 -4.806030 1.414447 0.11 0.18 -0.09 -0.13
F -2.281548 -5.563930 2.428747 -0.01 -0.07 -0.02 0.15
C -3.997748 -4.845130 0.974847 0.18 0.29 -0.17 -0.11
F -4.865448 -5.652430 1.554847 0.16 0.09 -0.10 0.17
C -4.409248 -3.997830 -0.055253 0.18 0.03 0.02 -0.13
F -5.663148 -4.018130 -0.481853 0.07 -0.01 0.10 0.15
C -3.491848 -3.118330 -0.622353 -0.01 0.00 0.08 -0.20
F -3.913348 -2.264530 -1.565953 -0.33 -0.38 0.10 0.10
C 0.372152 -2.926030 -2.395353 -0.11 0.30 0.43 -0.15
C 0.578752 -4.291130 -2.384253 0.04 0.26 -0.08 -0.20
F -0.126848 -5.005230 -1.504753 0.17 -0.45 -0.15 0.11
C 1.501052 -4.894330 -3.235853 -0.11 0.22 0.11 -0.12
F 1.684052 -6.203530 -3.206853 0.05 0.03 -0.05 0.16
C 2.251052 -4.093930 -4.103053 -0.26 0.11 0.25 -0.11
F 3.156052 -4.645830 -4.889553 -0.14 0.08 0.06 0.17
C 2.056752 -2.708330 -4.125053 -0.15 0.00 0.14 -0.13
F 2.767952 -1.934730 -4.936653 0.00 -0.10 0.00 0.14
C 1.118452 -2.157330 -3.267753 -0.05 -0.09 0.12 -0.22
F 0.905752 -0.820030 -3.226653 0.37 -0.11 -0.38 0.05
```
Forces are in eV/Å.



no.,maximum force (eV/Å)
1,0.8
2,5.4
3,1.6